[1]
Entry from the Open Molecules 2025 dataset: the ion C4H6NO with charge +1 (ωB97M-V with the def2-TZVPD basis set).

XYZ file:
```
12
C4H6NO (ωB97M-V with the def2-TZVPD basis set)
C 0.557 -0.059 1.828
C 0.266 -0.013 0.381
C 0.787 0.418 -0.794
N -0.293 0.118 -1.688
C -1.439 -0.343 -1.073
O -1.062 -0.471 0.212
H 1.124 0.810 2.118
H 1.216 -0.848 2.162
H -0.388 -0.332 2.287
H 1.756 0.789 -1.249
H -0.194 0.448 -2.681
H -2.329 -0.517 -1.502
```

Computed properties:
**ΔE to the lowest compared entry with this formula, charge and spin**: 5.8 kcal per mole
**E_LUMO**: -4.61 eV
**Electronic energy**: -7774.645 eV
**SMILES**: Cc1c[nH+]co1
**Net charge**: +1

Results of the Löwdin charge analysis, in e, for atoms 1 through 4: C 0.0247; C -0.2070; C 0.0716; N 0.1137

=====

[2]
Entry from the Open Molecules 2025 dataset: the ion C4H6NO with charge +1 (ωB97M-V with the def2-TZVPD basis set).

XYZ file:
```
12
C4H6NO (ωB97M-V with the def2-TZVPD basis set)
O 2.247 0.686 0.051
C 2.116 -0.478 -0.074
C 0.751 -0.939 -0.169
N -0.278 -0.184 -0.171
C -0.789 1.191 -0.270
C -1.663 -0.048 0.184
H 2.949 -1.115 0.147
H 0.540 -2.048 0.116
H -0.972 1.742 -1.225
H -0.479 1.810 0.590
H -2.488 -0.507 -0.439
H -1.933 -0.110 1.261
```

Computed properties:
**ΔE to the lowest compared entry with this formula, charge and spin**: 57.6 kcal per mole
**E_LUMO**: -6.46 eV
**Electronic energy**: -7772.400 eV
**SMILES**: O=CC=[N+]1CC1
**Net charge**: +1

Results of the Löwdin charge analysis, in e, for atoms 1 through 4: O 0.1650; C -0.1861; C 0.0788; N -0.0257

=====

[3]
Entry from the Open Molecules 2025 dataset: the ion C4H6NO with charge +1 (ωB97M-V with the def2-TZVPD basis set).

XYZ file:
```
12
C4H6NO (ωB97M-V with the def2-TZVPD basis set)
N 1.134 0.103 -0.760
C -0.133 -0.412 -0.112
O 0.242 -1.309 0.833
C -1.170 -0.728 -1.168
C -2.258 -0.308 -0.375
C -1.202 0.609 -0.026
H 1.915 -0.583 -0.510
H 1.470 1.108 -0.412
H 0.869 0.129 -1.714
H -0.377 -1.959 1.065
H -3.366 -0.274 -0.636
H -1.164 1.664 -0.165
```

Computed properties:
**ΔE to the lowest compared entry with this formula, charge and spin**: 93.6 kcal per mole
**E_LUMO**: -4.59 eV
**Electronic energy**: -7770.837 eV
**SMILES**: [NH3+][C@]1(O)C2=C[C@H]21
**Net charge**: +1

Results of the Löwdin charge analysis, in e, for atoms 1 through 4: N 0.2655; C -0.5640; O 0.1161; C 0.1025

=====

[4]
Entry from the Open Molecules 2025 dataset: a structure of composition C4H6NO2 (ωB97M-V with the def2-TZVPD basis set).

XYZ file:
```
13
C4H6NO2 (ωB97M-V with the def2-TZVPD basis set)
C -2.157 -0.142 -0.119
C 0.976 -0.502 -0.112
C 0.810 -1.893 -0.058
C -0.069 1.771 0.103
N 0.213 0.500 0.006
O -3.262 0.007 -0.043
O 1.959 0.200 -0.437
H 1.670 -2.380 -0.589
H 0.726 -2.234 0.967
H -0.259 -2.074 -0.202
H -0.122 2.315 -0.850
H 0.576 2.524 0.773
H -1.061 1.908 0.562
```

Computed properties:
**ΔE to the lowest compared entry with this formula, charge and spin**: 116.8 kcal per mole
**E_LUMO**: -7.59 eV
**Electronic energy**: -9817.537 eV
**Net charge**: +1

Results of the Löwdin charge analysis, in e, for atoms 1 through 4: C 0.0877; C -0.4840; C 0.0686; C -0.0968

=====

[5]
Entry from the Open Molecules 2025 dataset: a cluster of 2 separate species, C4H6NO2PS3 in total (ωB97M-V with the def2-TZVPD basis set).

XYZ file:
```
17
C4H6NO2PS3 (ωB97M-V with the def2-TZVPD basis set)
O 0.808 0.164 2.237
C 0.789 -0.683 1.389
C 0.101 -2.090 1.547
C 0.313 -2.721 0.403
C 0.916 -1.782 -0.572
O 1.354 -1.916 -1.684
N 1.207 -0.556 0.082
P 1.942 0.753 -0.806
S 3.052 1.583 0.852
S 0.355 2.140 -0.698
H -0.109 -2.523 2.480
H -0.130 -3.722 0.072
H 1.924 1.991 1.284
H 0.411 2.275 -2.076
S -3.866 1.959 -1.170
H -4.073 2.438 -2.401
H -4.995 2.690 -0.939
```

Computed properties:
**ΔE to the lowest compared entry with this formula, charge and spin**: 0.0 kcal per mole
**E_LUMO**: -0.71 eV
**Electronic energy**: -51624.791 eV
**SMILES**: O=C1C=CC(=O)N1P(S)S.S
**Net charge**: 0

Results of the Löwdin charge analysis, in e, for atoms 1 through 4: O 0.0491; C -0.4746; C 0.0787; C 0.0192

=====

[6]
Entry from the Open Molecules 2025 dataset: the ion C4H6NO3 with charge -1 (ωB97M-V with the def2-TZVPD basis set).

XYZ file:
```
14
C4H6NO3 (ωB97M-V with the def2-TZVPD basis set)
C -0.736 -1.487 0.651
N 0.186 -0.396 0.598
C 1.419 -0.563 0.962
O 1.977 -1.679 1.182
C -0.303 0.951 0.470
C -0.769 1.149 -1.096
O -1.926 0.895 -1.219
O 0.251 1.313 -1.814
H -1.345 -1.189 1.534
H -1.322 -1.544 -0.268
H -0.042 -2.314 0.688
H 2.083 0.431 1.056
H -1.206 1.224 1.056
H 0.450 1.631 0.633
```

Computed properties:
**ΔE to the lowest compared entry with this formula, charge and spin**: 37.4 kcal per mole
**E_LUMO**: 3.92 eV
**Electronic energy**: -11878.846 eV
**SMILES**: CN(C=O)CC(=O)[O-]
**Net charge**: -1

Results of the Löwdin charge analysis, in e, for atoms 1 through 4: C -0.0203; N -0.1659; C -0.3459; O -0.0992